A molecular structure, C38H52N6O2Pd. Source: OMol25; level of theory: ωB97M-V/def2-TZVPD.

The charge is -2. As for the lowest unoccupied orbital energy: 3.93 eV. The molar mass comes out at 731.29 g mol⁻¹.

XYZ file:
```
99
C38H52N6O2Pd ωB97M-V/def2-TZVPD
Pd 0.928 0.239 -0.059
C -2.981 -1.741 -3.715
C -1.595 -1.226 -4.120
C -1.581 -0.845 -5.601
C -0.520 -2.236 -3.746
C -0.603 -3.509 -4.295
C 0.150 -4.579 -3.835
C 0.980 -4.358 -2.733
C 1.122 -3.113 -2.160
C 2.054 -2.890 -0.979
C 3.416 -2.387 -1.454
C 2.187 -4.097 -0.064
C 0.446 -1.957 -2.717
N 0.755 -0.740 -2.245
C 0.697 0.372 -3.071
C 0.727 1.658 -2.653
N 0.809 2.082 -1.334
C 0.578 3.392 -1.070
C -0.480 4.138 -1.688
C -0.569 5.513 -1.511
C 0.300 6.216 -0.694
C 1.270 5.489 -0.004
C 1.420 4.124 -0.155
C 2.546 3.413 0.576
C 2.564 3.733 2.064
C 3.905 3.700 -0.059
C -1.628 3.433 -2.396
C -2.942 3.645 -1.636
C -1.786 3.856 -3.857
H -3.745 -0.977 -3.895
H -2.994 -1.997 -2.654
H -3.256 -2.636 -4.282
H -1.414 -0.320 -3.544
H -1.734 -1.725 -6.234
H -0.625 -0.397 -5.876
H -2.375 -0.127 -5.828
H -1.326 -3.682 -5.090
H 0.061 -5.562 -4.283
H 1.536 -5.194 -2.315
H 1.576 -2.054 -0.446
H 3.932 -3.157 -2.039
H 4.061 -2.099 -0.615
H 3.274 -1.502 -2.075
H 2.686 -4.934 -0.564
H 1.209 -4.442 0.278
H 2.786 -3.857 0.824
H 0.749 0.209 -4.150
H 0.794 2.426 -3.427
H -1.376 6.049 -2.007
H 0.214 7.290 -0.575
H 1.953 6.014 0.660
H 2.329 2.350 0.424
H 2.796 4.789 2.242
H 3.330 3.140 2.575
H 1.590 3.527 2.514
H 4.149 4.767 0.001
H 3.892 3.415 -1.113
H 4.693 3.134 0.445
H -1.420 2.365 -2.382
H -3.232 4.700 -1.624
H -2.838 3.313 -0.602
H -3.753 3.074 -2.100
H -1.996 4.928 -3.937
H -2.610 3.315 -4.333
H -0.874 3.651 -4.420
C -0.576 -1.775 5.582
N -1.178 -0.952 4.535
N -1.973 -1.729 3.671
C -1.642 -1.448 2.309
O -2.263 -1.897 1.376
C -0.504 -0.540 2.395
C -0.255 -0.308 3.691
C 0.841 0.494 4.296
C -3.252 -2.097 4.108
C -3.975 -3.059 3.398
C -5.233 -3.434 3.837
C -5.787 -2.882 4.985
C -5.064 -1.931 5.690
C -3.808 -1.533 5.256
H -1.366 -2.250 6.163
H 0.003 -1.132 6.242
H 0.074 -2.549 5.158
H 0.086 -0.101 1.562
H 1.305 1.102 3.524
H 1.618 -0.148 4.716
H 0.459 1.144 5.086
H -3.547 -3.482 2.502
H -5.786 -4.173 3.271
H -6.770 -3.186 5.322
H -5.483 -1.480 6.581
H -3.258 -0.769 5.787
N 3.023 -0.714 1.895
C 4.372 -0.707 2.084
N 4.970 -1.971 2.011
O 5.030 0.280 2.366
H 2.615 -1.525 1.455
H 2.591 0.145 1.535
H 4.553 -2.617 1.357
H 5.969 -1.893 1.912
```



A gas-phase ion, C6H11N4O (charge +1) in a non-equilibrium geometry. Source: OMol25; level of theory: ωB97M-V/def2-TZVPD.

The charge is +1. For the relative energy (zero: lowest compared OMol25 entry of this formula, charge and spin), the calculation gives 71.4 kcal per mole. As for the lowest unoccupied orbital energy (alpha / beta): -4.29 / -4.29 eV. The molar mass comes out at 155.18 g mol⁻¹.

XYZ file:
```
22
C6H11N4O ωB97M-V/def2-TZVPD
C 2.079 -1.106 -0.042
C -0.492 0.342 0.059
C 0.848 -1.540 -0.727
C -1.706 -1.501 -0.016
C -2.608 -0.275 0.054
C 1.340 2.490 0.172
N 2.147 0.285 0.090
N -0.298 -0.924 -0.069
N 1.305 1.167 -0.459
N -1.668 0.781 0.273
O 2.913 -1.775 0.479
H 0.822 -1.382 -1.760
H 0.813 -2.717 -0.605
H -1.784 -1.924 0.996
H -1.872 -2.193 -0.835
H -3.053 -0.213 -0.931
H -3.367 -0.305 0.824
H 0.378 2.875 0.024
H 1.474 2.424 1.229
H 1.881 3.211 -0.331
H 2.639 0.508 1.005
H -1.791 1.773 0.573
```



A molecular structure, C13H22IrN3O3 in a non-equilibrium geometry. Source: OMol25; level of theory: ωB97M-V/def2-TZVPD.

The charge is +2. For the relative energy (zero: lowest compared OMol25 entry of this formula, charge and spin), the calculation gives 20.6 kcal per mole. As for the lowest unoccupied orbital energy: -8.04 eV. The molar mass comes out at 460.55 g mol⁻¹.

XYZ file:
```
42
C13H22IrN3O3 ωB97M-V/def2-TZVPD
Ir -0.949 0.382 0.615
N -1.190 0.524 2.660
C 0.004 1.229 3.244
C 0.780 1.920 2.131
O 1.894 2.322 2.232
O 0.065 2.062 0.994
H -2.017 1.045 2.945
H -1.293 -0.403 3.067
H 0.618 0.509 3.780
H -0.344 1.975 3.956
N -2.973 0.740 0.657
C -3.910 -0.247 1.303
C -3.867 -1.596 0.611
C -2.564 -2.353 0.867
N -1.428 -1.653 0.213
H -3.141 1.662 1.065
H -3.255 0.846 -0.319
H -4.907 0.192 1.283
H -3.617 -0.348 2.348
H -4.015 -1.468 -0.467
H -4.710 -2.195 0.955
H -2.611 -3.376 0.496
H -2.353 -2.408 1.937
H -1.519 -1.782 -0.796
H -0.553 -2.127 0.435
C 0.727 1.961 -1.902
C 1.237 0.634 -1.483
O 0.548 -0.085 -0.676
C 2.507 0.124 -1.919
C 3.086 -0.969 -1.246
C 4.316 -1.447 -1.635
C 4.977 -0.854 -2.709
C 4.419 0.224 -3.387
C 3.194 0.720 -2.992
H -0.333 2.070 -1.684
H 0.896 2.139 -2.962
H 1.277 2.723 -1.343
H 2.574 -1.411 -0.403
H 4.773 -2.273 -1.109
H 5.941 -1.238 -3.018
H 4.945 0.673 -4.218
H 2.770 1.556 -3.528
```



2 unconnected molecules or ions with the total composition C4H7NO in a non-equilibrium geometry. Source: OMol25; level of theory: ωB97M-V/def2-TZVPD.

The structure (SMILES) is C=C=NC.C=O. The charge is 0. For the relative energy (zero: lowest compared OMol25 entry of this formula, charge and spin), the calculation gives 92.7 kcal per mole. As for the lowest unoccupied orbital energy: 0.85 eV. The molar mass comes out at 85.11 g mol⁻¹.

XYZ file:
```
13
C4H7NO ωB97M-V/def2-TZVPD
C -1.073 2.308 0.978
C -0.587 1.077 0.837
N -0.241 -0.059 0.619
C 0.644 -1.011 1.218
H -1.918 2.507 1.612
H -0.612 3.115 0.517
H 0.605 -1.320 2.258
H 1.609 -0.560 0.897
H 0.617 -1.896 0.558
C 0.164 -1.076 -2.381
O -0.472 -1.553 -1.489
H 1.243 -0.637 -2.148
H 0.021 -0.895 -3.477
```



C5H11NOS in the gas phase in a non-equilibrium geometry. Source: OMol25; level of theory: ωB97M-V/def2-TZVPD.

The charge is 0. For the relative energy (zero: lowest compared OMol25 entry of this formula, charge and spin), the calculation gives 116.1 kcal per mole. As for the lowest unoccupied orbital energy (alpha / beta): -0.17 / -0.11 eV. The molar mass comes out at 133.22 g mol⁻¹.

XYZ file:
```
19
C5H11NOS ωB97M-V/def2-TZVPD
C -1.722 0.514 -0.561
C 1.176 0.257 -0.377
C -0.290 -0.155 -0.039
C -0.374 -0.239 1.495
C -0.352 -1.536 -0.720
N 3.602 0.996 -0.018
O -2.111 1.726 -0.001
S 2.757 -0.321 -0.096
H -2.542 -0.173 -0.223
H -1.683 0.523 -1.638
H 1.155 1.352 -0.348
H -1.385 2.381 -0.096
H -0.939 0.694 1.807
H 0.533 -0.182 1.967
H -1.114 -1.025 1.686
H 0.081 -2.402 -0.297
H -0.054 -1.361 -1.780
H -1.365 -1.904 -0.776
H 4.626 0.855 0.015
```



2 unconnected molecules or ions with the total composition C4H9N2 in a non-equilibrium geometry. Source: OMol25; level of theory: ωB97M-V/def2-TZVPD.

The charge is +1. For the relative energy (zero: lowest compared OMol25 entry of this formula, charge and spin), the calculation gives 49.1 kcal per mole. As for the lowest unoccupied orbital energy: -4.84 eV. The molar mass comes out at 85.13 g mol⁻¹.

XYZ file:
```
15
C4H9N2 ωB97M-V/def2-TZVPD
C -0.731 0.730 0.005
C 3.754 -0.274 0.307
C -2.786 -0.674 -0.120
C -2.195 0.781 0.069
N 3.098 0.665 -0.231
N 0.409 0.676 0.029
H 3.212 -0.971 0.999
H 4.697 -0.408 -0.057
H -2.927 -0.837 -1.168
H -3.781 -0.572 0.179
H -2.257 -1.305 0.541
H -2.268 1.248 1.119
H -2.505 1.439 -0.614
H 2.036 0.602 -0.198
H 3.353 1.257 -1.028
```



9 unconnected molecules or ions with the total composition C54H88N11O5S2. Source: OMol25; level of theory: ωB97M-V/def2-TZVPD.

The charge is +1. As for the lowest unoccupied orbital energy: -4.37 eV. The molar mass comes out at 1035.50 g mol⁻¹.

XYZ file:
```
160
C54H88N11O5S2 ωB97M-V/def2-TZVPD
C 3.825 0.523 1.606
O 4.080 1.467 0.592
C 3.557 2.737 0.952
C 3.850 3.753 -0.144
C 2.639 4.115 -1.005
C 1.768 5.178 -0.332
C 1.003 6.108 -1.300
C -0.480 6.387 -0.974
C -0.794 6.690 0.458
N 0.224 7.040 1.261
C 0.083 7.327 2.560
O 1.232 7.660 3.242
C 1.802 8.769 2.826
N 2.294 9.737 2.445
C -1.123 7.252 3.159
C -2.214 6.896 2.362
C -3.523 6.878 3.112
O -3.733 7.674 3.980
O -4.353 5.909 2.731
C -2.079 6.633 1.003
C -3.258 6.355 0.112
C -3.561 4.877 -0.156
C -4.692 4.813 -1.182
S -5.545 3.227 -1.367
C -5.730 2.586 0.283
S -6.188 3.508 1.529
N -5.435 1.222 0.436
C -4.018 1.016 0.831
C -3.527 -0.309 0.312
O -3.552 -0.394 -1.098
C -4.763 0.054 -1.697
C -5.850 0.340 -0.678
H 2.756 0.298 1.675
H 4.365 -0.391 1.370
H 4.186 0.877 2.578
H 4.029 3.033 1.897
H 2.479 2.641 1.149
H 4.276 4.643 0.324
H 4.643 3.337 -0.755
H 2.035 3.217 -1.128
H 2.987 4.463 -1.977
H 2.454 5.794 0.265
H 1.096 4.705 0.389
H 1.526 7.064 -1.383
H 1.024 5.670 -2.296
H -1.081 5.524 -1.257
H -0.815 7.233 -1.580
H 1.157 7.084 0.857
H -1.242 7.490 4.204
H -4.986 5.752 3.451
H -4.142 6.812 0.553
H -3.096 6.846 -0.849
H -2.690 4.384 -0.594
H -3.831 4.358 0.758
H -4.282 4.965 -2.181
H -5.417 5.605 -0.999
H -3.384 1.843 0.496
H -3.964 0.977 1.921
H -2.497 -0.471 0.629
H -4.114 -1.106 0.774
H -4.532 0.944 -2.283
H -5.124 -0.698 -2.403
H -6.727 0.747 -1.178
H -6.171 -0.602 -0.231
C 6.552 0.389 -2.913
C 7.785 0.437 -2.020
C 7.541 1.260 -0.750
C 7.188 2.641 -1.067
N 6.910 3.720 -1.337
H 6.276 1.385 -3.262
H 6.733 -0.234 -3.789
H 5.698 -0.030 -2.375
H 8.628 0.857 -2.572
H 8.070 -0.574 -1.728
H 8.424 1.272 -0.109
H 6.715 0.834 -0.177
C 7.259 1.090 -6.938
C 8.418 0.318 -7.558
C 8.035 -1.122 -7.918
C 7.625 -1.876 -6.736
N 7.305 -2.455 -5.799
H 6.941 0.627 -6.004
H 7.554 2.114 -6.715
H 6.401 1.127 -7.612
H 9.263 0.302 -6.868
H 8.757 0.823 -8.464
H 8.876 -1.645 -8.374
H 7.208 -1.133 -8.631
C -6.488 -3.226 5.316
C -6.981 -2.608 4.014
C -6.047 -2.916 2.838
C -4.706 -2.386 3.071
N -3.663 -1.947 3.255
H -5.520 -2.822 5.604
H -7.179 -3.020 6.131
H -6.396 -4.311 5.216
H -7.073 -1.527 4.132
H -7.974 -2.988 3.771
H -6.428 -2.479 1.913
H -5.971 -3.992 2.680
C -1.918 -3.634 7.013
C -2.365 -4.338 8.289
C -3.875 -4.603 8.326
C -4.639 -3.359 8.261
N -5.223 -2.373 8.210
H -2.378 -2.649 6.920
H -0.836 -3.498 7.014
H -2.178 -4.219 6.129
H -2.085 -3.741 9.159
H -1.846 -5.294 8.380
H -4.158 -5.125 9.240
H -4.170 -5.228 7.481
C -3.580 -6.809 -0.119
C -4.142 -7.535 1.097
C -5.649 -7.805 0.988
C -6.412 -6.563 0.872
N -6.989 -5.577 0.783
H -4.035 -5.824 -0.238
H -2.505 -6.667 -0.015
H -3.757 -7.377 -1.034
H -3.946 -6.950 1.998
H -3.633 -8.491 1.222
H -6.008 -8.341 1.868
H -5.866 -8.420 0.114
C 0.255 0.450 -4.780
C -0.015 -0.578 -3.688
C -1.004 -0.080 -2.626
C -0.528 1.118 -1.934
N -0.188 2.075 -1.398
H 0.717 1.351 -4.371
H 0.934 0.044 -5.529
H -0.668 0.739 -5.285
H 0.925 -0.855 -3.206
H -0.425 -1.485 -4.131
H -1.191 -0.845 -1.875
H -1.964 0.172 -3.075
C 4.379 -7.557 -6.046
C 5.428 -6.461 -5.908
C 4.844 -5.132 -5.414
C 3.836 -4.608 -6.334
N 3.053 -4.197 -7.064
H 3.621 -7.290 -6.784
H 4.839 -8.491 -6.369
H 3.876 -7.742 -5.095
H 5.919 -6.299 -6.869
H 6.199 -6.777 -5.205
H 5.628 -4.380 -5.313
H 4.376 -5.262 -4.436
C 1.774 -1.620 4.509
C 1.210 -1.909 3.123
C -0.085 -2.730 3.164
C 0.133 -4.027 3.801
N 0.323 -5.044 4.296
H 2.043 -2.541 5.026
H 2.673 -1.007 4.438
H 1.049 -1.083 5.124
H 1.957 -2.439 2.529
H 1.001 -0.968 2.611
H -0.466 -2.902 2.157
H -0.859 -2.197 3.719
```



A molecular structure, C16H34Cu2N4O24S3 in a non-equilibrium geometry. Source: OMol25; level of theory: ωB97M-V/def2-TZVPD.

The charge is 0. As for the lowest unoccupied orbital energy: -3.03 eV. The molar mass comes out at 889.75 g mol⁻¹.

XYZ file:
```
83
C16H34Cu2N4O24S3 ωB97M-V/def2-TZVPD
Cu 12.109 23.109 25.746
Cu 12.782 24.324 22.881
O 13.668 22.418 27.345
C 14.551 23.443 27.051
C 14.514 24.036 25.618
O 13.311 24.605 25.144
H 15.593 23.154 27.250
H 14.308 24.269 27.745
H 14.664 23.196 24.924
H 15.437 24.625 25.532
C 12.744 23.292 30.551
N 11.314 22.897 30.439
O 10.949 21.804 30.806
O 10.626 23.768 29.953
H 13.056 23.725 29.605
H 13.474 22.546 30.852
H 12.786 24.018 31.364
C 10.272 26.512 24.664
N 10.029 26.370 23.214
O 8.888 26.383 22.833
O 11.025 26.304 22.504
H 11.004 25.788 25.028
H 9.364 26.267 25.211
H 10.611 27.509 24.937
C 13.963 27.696 24.752
N 14.283 29.115 24.771
O 13.389 29.930 24.930
O 15.438 29.435 24.552
H 14.773 26.989 24.610
H 13.359 27.526 23.855
H 13.276 27.435 25.552
C 15.707 20.989 29.720
N 16.584 20.651 28.584
O 17.493 21.390 28.269
O 16.407 19.554 28.084
H 14.879 20.321 29.930
H 15.359 22.005 29.550
H 16.371 20.952 30.585
O 16.652 28.171 28.099
C 17.715 27.889 27.607
O 18.654 28.844 27.456
C 19.858 28.259 26.863
C 19.617 26.751 26.817
C 18.127 26.600 26.972
H 20.721 28.478 27.487
H 19.918 28.705 25.873
H 20.249 26.149 27.467
H 19.816 26.409 25.800
H 17.719 25.696 27.422
H 17.699 26.532 25.967
C 16.817 24.980 30.357
C 17.213 26.216 31.147
O 16.243 26.287 32.178
S 15.850 24.787 32.713
O 14.481 24.711 33.095
O 16.846 24.267 33.605
O 16.165 24.107 31.249
H 17.580 24.559 29.702
H 16.067 25.269 29.610
H 17.118 27.073 30.482
H 18.272 26.117 31.392
C 16.689 20.916 24.615
C 18.153 21.265 24.910
O 18.932 20.980 23.746
S 18.061 20.038 22.715
O 18.695 18.760 22.584
O 17.672 20.852 21.584
O 16.810 19.800 23.740
H 16.221 21.680 23.987
H 16.106 20.797 25.525
H 18.545 20.692 25.750
H 18.298 22.330 25.086
C 12.062 26.099 27.741
C 12.392 26.511 29.142
O 12.182 27.910 29.111
S 10.784 28.253 28.325
O 10.853 29.468 27.564
O 9.667 27.996 29.211
O 10.999 26.944 27.310
H 11.832 25.053 27.533
H 12.900 26.276 27.061
H 13.430 26.344 29.432
H 11.861 25.957 29.919
```



A molecular structure, C3H4N2O in a non-equilibrium geometry. Source: OMol25; level of theory: ωB97M-V/def2-TZVPD.

The charge is 0. For the relative energy (zero: lowest compared OMol25 entry of this formula, charge and spin), the calculation gives 70.9 kcal per mole. As for the lowest unoccupied orbital energy: 0.21 eV. The molar mass comes out at 84.08 g mol⁻¹.

XYZ file:
```
10
C3H4N2O ωB97M-V/def2-TZVPD
O 2.393 0.074 -0.385
C 1.210 -0.055 -0.125
N 0.318 -1.287 -0.215
C -0.942 -0.864 -0.126
C -1.036 0.520 -0.062
N 0.216 1.010 0.005
H 1.026 -0.943 0.927
H -1.752 -1.579 -0.059
H -1.921 1.140 0.025
H 0.490 1.985 0.015
```



A molecular structure, C5H13PPd in a non-equilibrium geometry. Source: OMol25; level of theory: ωB97M-V/def2-TZVPD.

The charge is +2. As for the lowest unoccupied orbital energy: -11.84 eV. The molar mass comes out at 210.55 g mol⁻¹.

XYZ file:
```
20
C5H13PPd ωB97M-V/def2-TZVPD
C -2.268 1.624 -0.774
C -0.848 1.028 -0.809
C -0.448 0.447 0.566
C 1.066 0.234 0.560
P 1.779 -1.262 0.226
C 0.895 -2.733 -0.241
H -2.652 1.728 0.242
H -2.969 0.994 -1.320
H -2.282 2.609 -1.234
H -0.126 1.792 -1.112
H -0.783 0.223 -1.548
H -0.729 1.144 1.357
H -0.968 -0.489 0.776
H 1.678 1.011 0.083
H 1.419 0.401 1.873
H 2.979 -1.077 -0.466
H 1.217 -3.613 0.324
H 1.182 -2.864 -1.294
H -0.179 -2.589 -0.119
Pd 2.037 1.392 2.910
```



What is the formula in the third record? C13H22IrN3O3



Copy entry 2 word for word.
A gas-phase ion, C6H11N4O (charge +1) in a non-equilibrium geometry. Source: OMol25; level of theory: ωB97M-V/def2-TZVPD.

The charge is +1. For the relative energy (zero: lowest compared OMol25 entry of this formula, charge and spin), the calculation gives 71.4 kcal per mole. As for the lowest unoccupied orbital energy (alpha / beta): -4.29 / -4.29 eV. The molar mass comes out at 155.18 g mol⁻¹.

XYZ file:
```
22
C6H11N4O ωB97M-V/def2-TZVPD
C 2.079 -1.106 -0.042
C -0.492 0.342 0.059
C 0.848 -1.540 -0.727
C -1.706 -1.501 -0.016
C -2.608 -0.275 0.054
C 1.340 2.490 0.172
N 2.147 0.285 0.090
N -0.298 -0.924 -0.069
N 1.305 1.167 -0.459
N -1.668 0.781 0.273
O 2.913 -1.775 0.479
H 0.822 -1.382 -1.760
H 0.813 -2.717 -0.605
H -1.784 -1.924 0.996
H -1.872 -2.193 -0.835
H -3.053 -0.213 -0.931
H -3.367 -0.305 0.824
H 0.378 2.875 0.024
H 1.474 2.424 1.229
H 1.881 3.211 -0.331
H 2.639 0.508 1.005
H -1.791 1.773 0.573
```